A molecular structure, C32H32CoGeN5S2, computed with wB97M-V/def2-TZVPD.

The calculation puts the frontier orbital gap (alpha / beta) at 3.63 / 3.79 eV. As for the highest occupied orbital energy (alpha / beta): -1.221 / -1.398 eV. The energy above the lowest of the compared OMol25 structures with the same formula, charge and spin comes out at 39.8 kcal per mole. The LUMO energy (alpha / beta) is 2.4 / 2.4 eV. The charge is -1. Its total energy is -5768.29296 Eh. As for the multiplicity: 4.

Last column: Löwdin charge in e.
CARTESIAN COORDINATES (ANGSTROEM)
Ge1 0.796 -1.580 -0.484  0.88
Co1 -1.027 1.524 -0.226  0.57
S1 2.048 1.172 -0.483  0.72
S2 3.578 3.413 -1.768  0.75
N1 -2.800 2.564 -0.730  -0.05
N2 -0.863 1.648 1.656  -0.03
N3 -0.001 2.551 2.269  0.06
N4 0.943 3.116 -2.194  -0.06
N5 -0.329 2.808 -1.648  -0.18
C1 -1.678 1.168 2.644  -0.30
C2 1.364 -4.764 -3.049  -0.09
C3 1.103 -2.523 -2.146  -0.26
C4 4.860 -2.005 1.861  -0.12
C5 3.478 -2.564 -0.082  -0.09
C6 -3.632 4.495 -2.004  -0.07
C7 -1.278 3.626 -2.091  -0.21
C8 -0.891 -2.252 0.214  -0.29
C9 2.476 -1.800 1.973  -0.10
C10 2.026 2.582 -1.653  -0.97
C11 -0.321 2.736 3.578  -0.31
C12 -3.213 -3.537 1.150  -0.12
C13 4.724 -2.468 0.589  -0.10
C14 -4.052 2.442 -0.162  -0.18
C15 -2.120 -1.964 -0.345  -0.12
C16 -5.083 3.259 -0.521  -0.16
C17 4.787 2.023 -1.950  -0.43
C18 3.722 -1.673 2.545  -0.12
C19 -1.417 1.938 3.841  0.01
C20 -2.602 3.612 -1.543  -0.36
C21 -2.013 -3.699 1.848  -0.10
C22 -3.272 -2.731 0.014  -0.08
C23 -0.814 -3.106 1.338  -0.10
C24 -2.503 -0.025 2.436  -0.05
C25 0.528 0.297 -0.879  -0.74
C26 1.216 -4.235 -4.371  -0.11
C27 -4.902 4.227 -1.545  -0.15
C28 1.274 -3.904 -1.959  -0.15
C29 0.690 -2.053 -3.448  -0.06
C30 2.358 -2.109 0.597  -0.27
C31 0.820 -2.923 -4.568  -0.10
C32 0.444 3.759 4.379  -0.03
H1 0.666 -2.505 -5.567  0.10
H2 -6.012 3.208 0.045  0.07
H3 0.497 -1.001 -3.624  0.09
H4 -2.622 -0.228 1.370  0.04
H5 -4.097 -4.052 1.511  0.09
H6 4.417 1.096 -1.468  -0.01
H7 5.853 -1.742 2.286  0.11
H8 -0.919 4.532 -2.647  0.09
H9 5.011 1.807 -2.974  0.01
H10 0.065 -3.113 1.978  0.07
H11 3.592 -2.845 -1.121  0.10
H12 1.496 -5.862 -2.844  0.11
H13 -4.135 1.664 0.656  0.10
H14 0.902 2.923 1.833  0.18
H15 0.485 0.504 -1.996  0.00
H16 -3.552 0.113 2.881  0.11
H17 5.555 -2.893 0.066  0.09
H18 -5.711 4.876 -1.893  0.08
H19 1.619 -1.712 2.650  0.10
H20 -0.114 4.005 5.321  0.09
H21 -2.258 -1.224 -1.173  0.12
H22 1.404 3.356 4.647  0.06
H23 5.681 2.345 -1.374  0.03
H24 3.896 -1.193 3.491  0.10
H25 1.460 -4.252 -0.959  0.09
H26 -3.400 5.312 -2.690  0.10
H27 -2.114 1.980 4.661  0.10
H28 -2.047 -0.909 3.018  0.11
H29 1.500 -4.908 -5.185  0.09
H30 -4.172 -2.706 -0.560  0.09
H31 -1.954 -4.347 2.741  0.10
H32 0.583 4.726 3.835  0.09